The following is a DFT calculation (wB97M-V/def2-TZVPD) of a molecular structure, C29H29AsO2PtSSe4.

Computed properties:
Relative energy (zero: lowest compared OMol25 entry of this formula, charge and spin) ... 2.7 kcal/mol
Orbital gap ... 6.89 eV
DFT total energy ... -13632.01293 hartree
Spin multiplicity ... 1
Total charge ... 0

Last column: natural (NBO) charge in e.
Positions of all 67 atoms, in Å:
Pt (-2.51, -1.54, 0.15)  0.34
Se (-3.86, -3.59, -0.17)  -0.28
Se (-3.96, -3.39, -2.46)  -0.04
Se (-1.60, -2.88, -2.75)  -0.04
Se (-0.55, -4.05, -1.17)  0.48
S (-4.38, -0.23, 0.16)  -0.07
C (-3.96, 1.08, 1.28)  -0.15
C (-4.97, 1.71, 2.00)  -0.23
C (-4.66, 2.72, 2.91)  -0.18
C (-3.35, 3.11, 3.11)  -0.26
C (-2.33, 2.50, 2.38)  -0.15
C (-2.64, 1.50, 1.47)  -0.42
As (-1.41, 0.58, 0.31)  1.07
C (0.32, 1.15, 0.98)  -0.25
C (0.71, 0.74, 2.25)  -0.26
C (1.95, 1.12, 2.76)  -0.21
C (2.79, 1.92, 2.01)  -0.21
C (2.40, 2.33, 0.74)  -0.20
C (1.17, 1.95, 0.22)  -0.23
C (-1.68, 1.64, -1.29)  -0.24
C (-1.89, 1.01, -2.51)  -0.22
C (-2.13, 1.77, -3.64)  -0.21
C (-2.16, 3.16, -3.56)  -0.20
C (-1.96, 3.79, -2.34)  -0.22
C (-1.72, 3.03, -1.20)  -0.23
H (-6.00, 1.40, 1.86)  0.22
H (-5.46, 3.18, 3.48)  0.21
H (-3.11, 3.88, 3.83)  0.21
H (-1.30, 2.80, 2.53)  0.21
H (0.05, 0.12, 2.85)  0.22
H (2.24, 0.80, 3.75)  0.22
H (3.76, 2.22, 2.40)  0.22
H (3.06, 2.96, 0.14)  0.22
H (0.88, 2.26, -0.77)  0.23
H (-1.89, -0.06, -2.56)  0.23
H (-2.30, 1.28, -4.59)  0.21
H (-2.34, 3.75, -4.45)  0.21
H (-2.01, 4.87, -2.27)  0.21
H (-1.59, 3.52, -0.25)  0.22
C (0.85, -4.27, 1.53)  -0.65
C (0.09, -2.96, 1.40)  0.11
C (-0.66, -2.64, 2.68)  -0.63
O (-0.92, -3.03, 0.35)  -0.78
H (1.52, -4.22, 2.38)  0.23
H (1.45, -4.46, 0.64)  0.22
H (0.16, -5.10, 1.67)  0.22
H (0.79, -2.17, 1.17)  0.18
H (-1.45, -3.37, 2.85)  0.23
H (-1.12, -1.66, 2.64)  0.22
H (0.03, -2.67, 3.52)  0.22
C (1.57, -1.22, -3.66)  -0.73
C (1.67, -0.86, -2.20)  0.59
O (0.70, -0.47, -1.58)  -0.58
C (3.02, -0.95, -1.55)  -0.10
C (4.19, -1.04, -2.30)  -0.19
C (5.42, -1.08, -1.66)  -0.22
C (5.49, -1.06, -0.28)  -0.19
C (4.33, -0.97, 0.48)  -0.22
C (3.10, -0.91, -0.16)  -0.18
H (0.52, -1.22, -3.95)  0.24
H (2.01, -2.20, -3.85)  0.24
H (2.11, -0.49, -4.26)  0.24
H (4.15, -1.06, -3.38)  0.21
H (6.33, -1.14, -2.25)  0.22
H (6.46, -1.10, 0.22)  0.22
H (4.38, -0.93, 1.56)  0.22
H (2.19, -0.83, 0.41)  0.23